122
Properties=species:S:1:pos:R:3 method="wB97M-V/def2-TZVPD" de_lowest_kj_mol=56.7 energy_ev=-229699.580 multiplicity=1 total_charge=-1 homo_ev=-4.46
C 3.29 -4.25 3.02
H -0.13 1.90 -1.85
H -5.33 -0.48 1.47
H 1.73 -3.86 -4.53
H -4.12 -2.84 -0.97
C 5.40 0.08 5.18
H -1.60 5.58 0.56
C -4.62 3.71 2.51
C -1.35 6.31 3.56
C -1.49 4.37 -2.68
H -1.29 -2.80 0.57
H 6.09 -2.70 4.94
C -1.95 -2.32 1.30
H -5.07 -1.38 -0.74
C -4.49 -1.08 1.83
C -3.66 5.91 2.58
H -0.45 5.97 3.05
C -3.16 -0.28 1.73
C 1.86 -0.59 -5.38
H -2.21 6.33 -0.92
C 0.14 0.90 4.02
H -1.26 -4.04 -2.30
C -1.63 4.26 -1.17
C -2.40 -5.04 -3.84
H -3.33 0.73 1.35
H -3.40 -5.83 -5.57
C 3.36 -3.45 0.75
H 2.68 -6.28 3.29
H 5.76 -3.53 3.42
O 0.58 2.11 1.99
C 2.96 -0.63 -6.23
H -0.47 3.51 0.37
C -2.74 -5.05 -5.19
C 3.34 -0.76 2.21
H -2.29 4.99 -3.10
N -0.60 2.07 -0.97
Cl -6.11 5.71 1.45
C 2.92 -4.69 0.31
N -2.25 -0.96 0.79
H 3.31 0.29 -6.70
H -3.73 6.97 2.35
N -4.42 -2.30 1.02
C -1.40 -3.09 -5.54
H 3.45 1.23 3.24
C -1.46 2.46 4.94
H 0.05 0.62 6.17
H -1.14 6.26 4.63
C -4.70 5.06 2.25
Sn 0.26 0.16 0.93
H 3.66 -3.93 -6.07
H -1.54 3.38 -3.15
C -4.20 -1.93 -0.38
H 5.10 1.11 5.37
H -3.12 -0.07 -0.90
C 5.89 -2.55 3.88
H -0.75 2.59 5.75
H -3.78 4.46 -0.89
C -3.28 -3.10 1.48
H 6.75 -2.05 3.42
H 2.74 -4.84 -0.75
C -2.46 4.06 3.51
C -1.47 5.64 -0.53
O 1.75 2.71 3.82
H -1.55 1.75 -1.09
C -1.05 -3.07 -4.19
C 3.61 -1.82 -6.48
H -2.48 2.41 5.32
Se -1.08 0.10 -3.76
N 3.95 -1.96 2.55
C 1.15 -0.98 5.19
C 2.07 -2.96 -5.02
C 0.78 0.49 5.37
P 0.03 -1.73 -3.56
C -3.01 3.69 -0.81
H -2.65 -0.20 2.69
N -0.53 3.45 -0.64
C -2.90 -1.08 -0.53
H -5.43 3.05 2.22
C 3.54 -3.24 2.11
H 4.46 -1.85 -7.15
C 4.60 -0.45 4.04
H 1.63 1.14 5.57
O 2.57 -0.66 1.25
N 0.11 -0.26 3.19
Se 0.85 -2.33 -1.66
C 2.70 -5.72 1.21
H -2.80 -5.80 -3.18
H -1.39 -2.23 2.23
C 3.79 0.20 3.18
O -1.34 3.63 4.14
H 2.36 -6.69 0.86
H -1.02 -2.31 -6.20
H 3.36 -4.05 4.09
H 1.34 0.34 -5.18
H 5.24 -0.51 6.08
H -3.30 2.87 -1.49
C -3.49 3.20 3.14
H -4.69 -1.36 2.86
H -2.19 -1.53 -1.22
H -3.01 3.31 0.21
H 2.23 -1.15 5.22
H -1.56 7.35 3.29
H -3.44 -3.36 2.53
C 1.41 -1.75 -4.77
H -3.27 -4.03 0.91
H -0.47 6.03 -0.73
C -2.52 5.42 3.21
H 0.69 -1.65 5.92
C 3.16 -2.99 -5.88
H 3.51 -2.64 0.05
C 0.90 2.03 3.25
C 0.65 -1.34 3.79
H -0.52 4.82 -2.93
N 4.67 -1.79 3.72
C 2.88 -5.50 2.57
H -2.50 -4.08 -7.09
C -1.56 -4.05 -3.35
C -2.24 -4.08 -6.04
O 0.76 -2.46 3.31
H -3.40 2.14 3.32
H 6.47 0.07 4.94
O -1.25 1.29 4.23

---

9
Properties=species:S:1:pos:R:3 method="wB97M-V/def2-TZVPD" de_lowest_kj_mol=344.5 energy_ev=-7625.979 multiplicity=1 homo_ev=-9.46
C 0.38 -0.42 -0.62
H -1.44 -0.04 -1.66
N 0.42 0.64 1.36
N -0.81 1.06 1.34
C -0.86 -0.11 -0.64
C 1.11 -0.21 0.58
N -1.57 0.66 0.35
H 0.64 -0.89 -1.67
H 2.12 -0.69 0.96

---

35
Properties=species:S:1:pos:R:3 method="wB97M-V/def2-TZVPD" de_lowest_kj_mol=36.1 energy_ev=-16746.385 multiplicity=1 total_charge=+2 homo_ev=-16.71
H 1.70 -1.70 2.42
C -2.36 0.34 -2.15
H 4.19 -0.13 0.08
O 0.29 -0.32 -0.21
H -3.96 1.01 1.54
H -1.13 2.48 -1.89
H 3.31 -1.23 2.97
H 4.53 -1.47 -0.62
C -3.69 1.24 0.48
C 3.18 -3.24 0.95
H -2.82 -0.70 -2.14
H 0.16 0.67 -1.99
C 2.55 -1.14 2.21
H 3.21 -3.68 1.96
N 2.99 -1.72 0.91
H -2.55 4.05 -0.57
H 4.06 -3.34 0.42
O -3.53 2.62 0.44
H -3.54 2.81 -1.68
C -1.55 2.29 -0.85
H -1.71 0.49 1.17
H 2.30 -0.15 1.98
H 2.25 -1.46 0.28
C -2.84 2.98 -0.79
H 5.08 -1.25 1.07
C -0.24 0.29 -1.05
H -4.24 0.91 -0.42
H 2.41 -3.69 0.44
H -3.29 0.99 -2.32
C 4.23 -1.15 0.41
N -1.66 0.76 -0.89
H -2.55 -0.72 0.50
C -2.38 0.42 0.34
H -1.60 0.34 -2.96
H -0.81 2.42 -0.04

---

54
Properties=species:S:1:pos:R:3 method="wB97M-V/def2-TZVPD" energy_ev=-45217.180 multiplicity=1 homo_ev=-9.07
C 2.37 0.19 0.44
H 3.52 2.05 0.39
H 6.04 0.34 0.81
O 1.31 3.32 0.81
H -0.50 -0.01 -1.27
O 1.36 1.83 2.80
C 5.62 -0.39 1.51
O 2.36 -0.90 -0.56
C -6.50 -1.95 -2.39
C 3.03 -0.48 1.67
H -6.19 -0.25 -0.23
C 0.09 -0.58 1.36
H 1.12 2.54 -1.48
O -1.65 -1.94 0.30
C 0.43 0.49 -0.99
H 4.18 0.69 -0.53
H 3.29 -1.50 1.38
H 1.18 1.33 -3.51
H -0.89 3.33 1.87
O -0.85 2.37 1.79
H 0.61 -1.54 1.29
H -0.62 2.30 -1.45
C -1.37 -0.78 0.96
C -4.57 -1.14 -1.34
H 4.31 1.26 2.20
H 2.86 1.63 -1.17
O 6.55 -0.72 2.54
O -5.18 -1.44 -2.60
C 4.34 0.17 2.18
P 0.69 2.00 1.51
H -6.22 -3.26 -0.70
H -5.31 -1.47 0.69
O 1.46 -1.05 -2.57
H 2.37 -0.57 2.53
H -7.22 -1.18 -2.69
H -6.65 -2.83 -3.02
H 5.34 -1.30 0.97
H -0.83 -2.45 0.21
H 4.43 -0.14 3.22
C 0.33 1.83 -1.72
H -0.05 2.43 -3.64
H -4.10 -0.16 -1.38
H 0.12 -0.32 2.41
O -2.25 -0.05 1.18
N 0.27 1.60 -3.17
C -5.68 -1.22 -0.30
H -3.80 -1.89 -1.15
C -6.61 -2.26 -0.90
H 7.38 -0.29 2.33
H 2.17 3.48 1.23
C 0.83 0.46 0.49
H -7.63 -2.21 -0.53
C 3.27 1.21 -0.25
C 1.46 -0.57 -1.53

---

8
Properties=species:S:1:pos:R:3 method="wB97M-V/def2-TZVPD" de_lowest_kj_mol=83.5 energy_ev=-147296.314 multiplicity=1 homo_ev=-9.31
O 1.03 -0.98 -1.18
H 1.15 -1.18 1.04
O 0.21 -1.04 0.91
H 0.81 -0.59 -2.01
C -0.02 -0.72 -0.41
Br -0.99 1.38 1.04
Br -1.15 3.47 1.48
O -1.04 -0.34 -0.87

---

70
Properties=species:S:1:pos:R:3 method="wB97M-V/def2-TZVPD" de_lowest_kj_mol=84.9 energy_ev=-117063.358 multiplicity=1 total_charge=-1 homo_ev=-4.47
H 3.54 -1.18 2.97
C -1.06 -3.57 1.64
C -2.42 -3.06 2.13
H -1.01 5.90 2.17
O 0.56 7.23 2.49
H -3.06 5.46 0.11
C 2.05 -0.08 1.95
C -0.14 -2.10 -0.87
I -2.20 1.18 -2.97
C -3.15 0.54 2.25
H -2.19 -1.43 -0.40
C 3.24 1.79 4.20
As 0.21 -2.23 1.06
C 2.38 2.77 3.45
O 0.52 1.25 3.22
H -3.01 -3.90 2.50
C 2.73 0.07 0.58
C 1.08 2.51 3.03
H -2.30 -2.33 2.92
O 2.09 -1.80 5.12
C 1.57 -1.34 3.93
O 2.00 0.62 -0.30
Sr -0.50 0.70 -0.17
C -1.64 -1.97 -1.18
O -2.91 0.78 1.15
H 3.80 2.35 4.94
H -2.07 6.43 -1.96
H 3.96 1.32 3.53
H 2.65 5.89 2.58
C -1.22 3.29 2.49
C 0.14 3.93 -1.37
H 1.48 -4.60 -0.49
N 0.69 0.40 2.04
H -0.43 -2.05 4.14
O 3.83 -0.48 0.48
C 1.84 -4.59 0.54
C 2.17 4.94 2.73
H 2.66 1.02 4.68
C 0.83 4.80 2.41
H 1.36 -2.13 5.66
H 0.02 5.46 -2.88
C 0.28 -1.46 3.55
H -0.55 -4.12 2.44
C 1.91 -3.19 1.14
C -0.17 -0.78 2.31
C -2.15 5.05 -0.32
H -1.63 2.89 3.42
N -2.04 3.57 1.56
H 0.14 6.11 0.86
H 2.83 -5.03 0.53
C -0.43 5.04 -1.98
H 2.66 -2.57 0.65
H 0.56 7.14 3.45
C 0.26 3.53 2.56
H 0.50 -1.36 -1.35
H 1.19 -5.26 1.12
H 2.17 -3.25 2.20
H -1.81 -1.43 -2.11
C -0.39 3.32 -0.22
C 2.51 -0.84 2.97
N 2.92 3.98 3.27
C -1.60 5.59 -1.47
H -2.13 -2.94 -1.23
H -2.98 -2.59 1.32
H 0.23 -3.05 -1.24
C -1.51 3.99 0.30
O -3.36 0.30 3.36
H -1.18 -4.26 0.80
C 0.06 6.01 1.94
H 1.01 3.48 -1.85